Computed, not measured: a 10-piece molecular cluster, C25H66BNO14 overall, with ωB97M-V with the def2-TZVPD basis set.

Values from the calculation:
Charge: -2
2S+1: 1
LUMO (eV): 2.77

Cartesian coordinates (Å):
C1 -6.216 -2.882 0.415
C2 -5.087 -1.959 0.928
N1 -5.205 -0.539 0.619
C3 -5.571 -0.207 -0.754
C4 -4.751 -1.016 -1.800
O1 -4.304 -0.069 -2.731
B1 -4.031 1.127 -1.908
C5 -2.649 1.111 -0.958
C6 -1.552 0.194 -1.338
O2 -1.364 -0.340 -2.413
C7 -3.881 2.613 -2.668
O3 -4.218 3.648 -2.022
O4 -3.258 2.674 -3.791
O5 -5.272 1.125 -1.015
H1 -7.098 -2.327 0.114
H2 -6.499 -3.609 1.180
H3 -5.870 -3.479 -0.427
H4 -5.068 -2.031 2.013
H5 -4.119 -2.302 0.589
H6 -5.799 -0.065 1.281
H7 -6.640 -0.337 -0.998
H8 -5.352 -1.738 -2.362
H9 -3.878 -1.533 -1.377
H10 -2.819 0.938 0.109
H11 -2.272 2.129 -1.048
H12 -0.786 -0.013 -0.542
C8 0.184 3.473 -4.942
C9 -0.038 2.445 -3.841
O6 -0.633 3.035 -2.712
H13 0.815 4.290 -4.579
H14 0.661 3.021 -5.820
H15 -0.772 3.901 -5.246
H16 0.918 2.020 -3.515
H17 -0.674 1.628 -4.197
H18 -1.509 3.369 -2.990
C10 2.307 -3.013 -0.471
C11 1.654 -1.852 0.257
O7 0.478 -2.266 0.950
H19 1.601 -3.460 -1.172
H20 3.190 -2.683 -1.021
H21 2.612 -3.792 0.236
H22 1.334 -1.091 -0.452
H23 2.360 -1.399 0.955
H24 0.728 -2.934 1.595
C12 3.690 0.992 -5.380
C13 4.161 2.037 -4.388
O8 5.376 2.660 -4.838
H25 4.460 0.232 -5.522
H26 2.774 0.509 -5.039
H27 3.494 1.450 -6.353
H28 4.377 1.583 -3.423
H29 3.394 2.802 -4.246
H30 5.173 3.068 -5.684
C14 -9.080 -1.718 3.599
C15 -7.562 -1.757 3.637
O9 -6.992 -0.494 3.315
H31 -9.421 -1.404 2.613
H32 -9.503 -2.699 3.823
H33 -9.469 -1.001 4.328
H34 -7.182 -2.456 2.898
H35 -7.213 -2.082 4.626
H36 -7.305 0.143 3.964
C16 -1.795 -3.877 4.476
C17 -1.933 -4.000 2.966
O10 -2.512 -2.840 2.408
H37 -2.777 -3.701 4.916
H38 -1.361 -4.777 4.920
H39 -1.162 -3.024 4.733
H40 -2.585 -4.835 2.711
H41 -0.955 -4.181 2.500
H42 -1.935 -2.093 2.601
C18 5.967 1.460 1.156
C19 4.727 0.786 1.712
O11 4.635 -0.574 1.295
H43 5.964 1.419 0.066
H44 6.020 2.504 1.466
H45 6.868 0.949 1.507
H46 3.826 1.278 1.352
H47 4.727 0.833 2.807
H48 5.416 -1.034 1.615
C20 -4.184 -1.667 7.230
C21 -5.533 -2.175 7.704
O12 -5.769 -3.526 7.314
H49 -4.109 -1.738 6.145
H50 -4.033 -0.627 7.522
H51 -3.376 -2.267 7.658
H52 -6.339 -1.589 7.265
H53 -5.609 -2.093 8.795
H54 -5.070 -4.067 7.692
C22 10.728 -1.098 1.487
C23 10.016 0.017 2.231
O13 8.880 -0.459 2.947
H55 10.044 -1.587 0.793
H56 11.581 -0.713 0.926
H57 11.091 -1.858 2.185
H58 9.642 0.763 1.533
H59 10.704 0.514 2.923
H60 9.180 -1.113 3.584
C24 5.625 6.467 -6.396
C25 6.621 5.850 -7.361
O14 7.508 4.945 -6.709
H61 6.148 6.990 -5.596
H62 4.967 7.172 -6.907
H63 5.004 5.697 -5.932
H64 7.249 6.620 -7.808
H65 6.095 5.331 -8.170
H66 6.971 4.249 -6.318